--- one ---
CH4INO2S | wB97M-V/def2-TZVPD

XYZ file:
```
10
Properties=species:S:1:pos:R:3:nbo_charge:R:1
C -0.455 -2.190 -1.179 -0.0375
N -0.979 -1.073 -1.294 -0.6157
O 0.864 3.189 0.931 -0.8809
O 1.599 0.784 0.553 -0.8932
S 0.472 1.663 0.383 1.4386
I -1.122 0.871 2.092 -0.1655
H -0.625 -3.000 -0.395 0.1598
H -1.936 -1.002 -0.697 0.3371
H 0.489 -2.374 -1.894 0.1548
H 1.693 3.131 1.499 0.5027
```

Values from the calculation:
HOMO-LUMO gap = 9.1 eV
Charge = 0
Molecular weight = 221.02 g/mol
E_HOMO = -9.8 eV

***

--- two ---
CH4INO2S | wB97M-V/def2-TZVPD

XYZ file:
```
10
Properties=species:S:1:pos:R:3:nbo_charge:R:1
C -0.916 -0.943 -0.610 -0.4929
N -1.220 0.137 0.212 -0.4877
O 1.267 1.895 -0.782 -0.8775
O 1.187 2.176 1.603 -0.8677
S 1.022 1.315 0.479 1.8138
I 2.729 -0.570 0.736 -0.1275
H -1.915 -1.295 -0.999 0.2569
H -0.350 -0.758 -1.614 0.2359
H -0.425 -1.770 -0.187 0.1986
H -1.380 -0.187 1.163 0.3481
```

Values from the calculation:
HOMO-LUMO gap (spin up / spin down) = 6.5 / 6.5 eV
Charge = 0
Molecular weight = 221.02 g/mol
E_HOMO (spin up / spin down) = -9.5 / -9.5 eV

***

--- three ---
CH4INO2S | wB97M-V/def2-TZVPD

XYZ file:
```
10
Properties=species:S:1:pos:R:3:nbo_charge:R:1
C -1.138 0.711 -0.216 -0.4447
N -0.451 -0.351 0.474 -0.8145
O 1.793 -2.277 1.140 -0.6348
O 0.822 -1.037 -1.552 -0.8716
S 0.983 -0.798 -0.165 1.7112
I 2.411 1.159 0.062 -0.0327
H -2.206 0.660 -0.008 0.2248
H -0.765 1.703 0.065 0.2025
H -0.985 0.560 -1.282 0.2332
H -0.463 -0.329 1.483 0.4266
```

Values from the calculation:
HOMO-LUMO gap (spin up / spin down) = 8.2 / 8.2 eV
Charge = 0
SMILES string = CNS(=O)(=O)I
Molecular weight = 221.02 g/mol
E_HOMO (spin up / spin down) = -10.0 / -10.1 eV

***

Of them, three has the lowest stability.